[1]
Computed, not measured: a structure of composition C53H64CaN2O13P5S2, with ωB97M-V with the def2-TZVPD basis set.

Calculated values
- Relative energy (zero: lowest compared OMol25 entry of this formula, charge and spin): 0.00 kJ/mol
- Max |F|: 3.84 eV/Å
- Net charge: +1
- E_tot: -172163.4172 eV
- Spin multiplicity: 1
- HOMO energy: -0.3622 Ha
- Gap between HOMO and LUMO: 7.34 eV
- Molecular weight: 1196.2 g mol⁻¹

Structure (XYZ):
```
140
Properties=species:S:1:pos:R:3:lowdin_charge:R:1
Ca -0.575 0.489 -0.407 1.239
C 2.118 -4.569 1.851 -0.023
C 1.665 -3.154 1.521 -0.421
C 2.400 -2.118 2.358 -0.008
O 1.958 -2.897 0.141 -0.193
P 0.807 -2.340 -0.829 0.525
O -0.190 -1.550 -0.100 -0.429
C 1.909 -1.567 -2.039 -0.171
P 2.392 -0.001 -1.213 0.531
O 1.502 0.639 -0.237 -0.373
O 3.642 -0.418 -0.331 -0.176
C 4.927 -0.843 -0.793 -0.445
C 5.899 0.310 -0.593 -0.029
C 5.342 -2.068 0.013 -0.030
O 3.110 0.924 -2.289 -0.154
C 2.708 1.439 -3.565 -0.423
C 3.982 1.623 -4.384 -0.026
C 1.961 2.748 -3.361 -0.031
O 0.062 -3.607 -1.424 -0.154
C 0.481 -4.641 -2.324 -0.410
C 1.829 -5.255 -1.968 -0.033
C 0.469 -4.141 -3.766 -0.038
H 1.995 -4.761 2.911 0.086
H 3.166 -4.686 1.589 0.086
H 1.533 -5.299 1.298 0.071
H 0.581 -3.054 1.669 0.122
H 3.472 -2.229 2.225 0.078
H 2.165 -2.249 3.409 0.072
H 2.108 -1.122 2.034 0.073
H 1.428 -1.402 -2.993 0.041
H 2.801 -2.186 -2.149 0.087
H 4.857 -1.095 -1.857 0.133
H 5.895 0.589 0.457 0.090
H 5.577 1.165 -1.180 0.073
H 6.904 0.022 -0.887 0.088
H 5.507 -1.774 1.046 0.084
H 6.262 -2.490 -0.384 0.089
H 4.556 -2.816 -0.013 0.064
H 2.046 0.715 -4.053 0.127
H 4.629 2.349 -3.898 0.087
H 3.736 1.977 -5.381 0.088
H 4.520 0.682 -4.463 0.081
H 2.605 3.472 -2.863 0.099
H 1.106 2.547 -2.722 0.041
H 1.628 3.151 -4.317 0.096
H -0.307 -5.396 -2.199 0.151
H 2.618 -4.508 -2.007 0.071
H 2.057 -6.045 -2.682 0.094
H 1.808 -5.679 -0.969 0.070
H 1.378 -3.590 -4.000 0.078
H -0.387 -3.486 -3.904 0.065
H 0.387 -4.980 -4.454 0.092
S 2.036 0.852 6.709 1.074
C 1.876 -0.633 7.540 -0.398
C 1.276 -1.582 6.773 -0.173
C 0.934 -1.116 5.491 -0.133
C 1.281 0.193 5.280 -0.457
C 1.108 1.018 4.105 -0.178
C 0.319 0.636 2.991 -0.066
N 0.112 1.393 1.945 0.064
C 0.696 2.598 1.881 -0.152
C 1.538 3.075 2.920 -0.117
C 2.177 4.348 2.818 -0.007
C 2.008 5.114 1.718 -0.009
C 1.167 4.673 0.652 -0.120
C 0.997 5.444 -0.498 0.024
C 0.148 5.017 -1.507 -0.198
C -0.527 3.789 -1.288 -0.069
N -0.348 3.026 -0.240 0.078
C 0.484 3.431 0.731 -0.145
C 0.019 5.794 -2.720 -0.464
C -0.727 5.558 -3.848 -0.113
C -0.540 6.529 -4.851 -0.174
C 0.338 7.502 -4.489 -0.399
S 0.958 7.255 -2.916 1.069
C 1.720 2.259 4.037 0.030
H 2.242 -0.712 8.545 0.067
H 1.093 -2.582 7.118 0.104
H 0.461 -1.730 4.749 0.073
H -0.170 -0.328 2.959 0.094
H 2.801 4.675 3.638 0.121
H 2.498 6.072 1.619 0.120
H 1.538 6.376 -0.596 0.092
H -1.255 3.427 -2.004 0.097
H -1.402 4.730 -3.965 0.091
H -1.027 6.508 -5.809 0.106
H 0.658 8.360 -5.047 0.067
H 2.350 2.599 4.848 0.094
C -1.598 1.986 -4.641 -0.040
C -2.149 0.793 -3.898 -0.579
O -2.936 0.012 -4.775 -0.032
P -3.136 1.203 -2.403 0.516
O -4.389 0.236 -2.393 -0.091
O -3.804 2.603 -2.769 -0.082
O -2.440 1.228 -1.098 -0.426
P -0.909 -0.351 -3.160 0.325
O -0.135 -0.948 -4.467 -0.123
O -1.729 -1.405 -2.512 -0.268
O 0.115 0.412 -2.387 -0.458
H -2.388 2.705 -4.859 0.086
H -1.180 1.633 -5.583 0.102
H -0.808 2.448 -4.055 0.053
H -3.280 -0.741 -4.270 0.091
H -4.277 -0.580 -1.868 0.034
H -4.631 2.764 -2.312 0.099
H -0.766 -1.292 -5.100 0.081
C -1.674 -4.702 3.530 -0.079
C -2.054 -4.673 2.198 -0.072
C -2.332 -3.470 1.575 -0.087
C -2.234 -2.266 2.270 -0.331
C -1.819 -2.307 3.600 -0.135
C -1.554 -3.513 4.226 -0.080
P -2.547 -0.671 1.394 1.120
C -4.169 -1.128 0.663 -0.325
C -5.389 -0.727 1.195 -0.058
C -6.578 -1.136 0.617 -0.057
C -6.570 -1.952 -0.500 -0.066
C -5.361 -2.338 -1.059 -0.077
C -4.165 -1.909 -0.496 -0.168
C -3.103 0.411 2.770 -0.378
C -2.831 1.773 2.667 -0.100
C -3.169 2.632 3.699 -0.068
C -3.788 2.142 4.839 -0.073
C -4.104 0.795 4.928 -0.066
C -3.770 -0.065 3.898 -0.120
H -1.481 -5.644 4.021 0.106
H -2.143 -5.594 1.640 0.108
H -2.633 -3.477 0.539 0.090
H -1.730 -1.391 4.166 0.087
H -1.264 -3.521 5.267 0.106
H -5.416 -0.093 2.067 0.096
H -7.513 -0.812 1.050 0.110
H -7.500 -2.270 -0.943 0.108
H -5.351 -2.958 -1.944 0.118
H -3.219 -2.169 -0.953 0.085
H -2.349 2.139 1.766 0.085
H -2.944 3.685 3.619 0.106
H -4.036 2.809 5.650 0.106
H -4.608 0.413 5.804 0.109
H -4.030 -1.112 3.971 0.113
```



[2]
Computed, not measured: a structure of composition C53H64CoN2O4, with ωB97M-V with the def2-TZVPD basis set.

Calculated values
- Max |F|: 0.48 eV/Å
- <S²>: 3.7574
- E_tot: -104799.9524 eV
- Spin multiplicity: 4
- HOMO energy (spin up / spin down): -0.2561 / -0.2608 Ha
- Gap between HOMO and LUMO (spin up / spin down): 7.12 / 7.25 eV
- Molecular weight: 852.0 g mol⁻¹

Structure (XYZ):
```
124
Properties=species:S:1:pos:R:3:lowdin_spin:R:1
Co 0.278 0.209 0.047 2.722
C 0.836 1.226 -2.896 0.002
O 0.293 0.134 -2.155 0.026
C -0.808 -0.529 -2.689 0.000
C -0.684 -1.901 -2.824 0.001
C 0.574 -2.583 -2.343 0.001
C 0.550 -3.270 -0.985 0.004
C 1.187 -4.501 -0.898 -0.001
C 1.331 -5.185 0.303 0.004
C 0.773 -4.574 1.417 -0.001
C 0.093 -3.356 1.386 0.005
C -0.557 -3.021 2.733 0.001
C -1.270 -1.740 3.143 0.001
C -2.346 -1.914 4.014 0.000
C -3.100 -0.863 4.520 0.001
C -2.837 0.398 4.000 0.000
C -1.792 0.625 3.114 0.001
C -1.690 1.951 2.397 0.001
C -2.556 1.863 1.147 0.009
C -3.937 1.767 1.289 -0.001
C -4.790 1.615 0.208 0.008
C -4.192 1.560 -1.049 -0.001
C -2.823 1.652 -1.233 0.008
C -2.272 1.573 -2.645 0.001
C -1.969 0.144 -3.057 0.001
C -2.926 -0.586 -3.753 0.000
C -2.791 -1.947 -4.028 0.001
C -1.681 -2.595 -3.500 0.000
C -3.823 -2.648 -4.912 0.000
C -3.449 -4.106 -5.184 0.000
C -5.200 -2.614 -4.234 0.000
C -3.901 -1.917 -6.260 0.000
C -1.969 1.801 -0.124 0.006
O -0.644 1.873 -0.290 0.060
C -6.307 1.514 0.345 0.001
C -6.784 0.169 -0.222 0.001
C -6.759 1.607 1.803 0.000
C -6.973 2.655 -0.437 0.001
C -0.937 -0.432 2.812 0.001
O 0.291 -0.108 2.226 0.033
C 1.423 -0.693 2.881 0.003
C -4.135 -1.116 5.614 0.000
C -4.865 0.165 6.018 0.000
C -3.411 -1.667 6.851 0.000
C -5.177 -2.137 5.136 0.000
C -0.018 -2.656 0.163 0.006
O -0.646 -1.498 0.067 0.056
C 2.019 -6.543 0.428 0.001
C 2.604 -7.016 -0.904 0.000
C 1.001 -7.591 0.903 0.000
C 3.162 -6.458 1.449 0.000
H 0.391 1.268 -3.889 0.001
H 1.910 1.060 -2.989 0.000
H 0.655 2.154 -2.356 0.000
H 1.353 -1.818 -2.344 0.000
H 0.870 -3.334 -3.078 0.000
H 1.588 -4.926 -1.812 0.000
H 0.839 -5.076 2.379 0.000
H 0.193 -3.233 3.503 0.000
H -1.312 -3.798 2.867 0.000
H -2.584 -2.930 4.312 0.000
H -3.460 1.242 4.267 0.000
H -0.663 2.175 2.116 0.000
H -2.055 2.756 3.038 0.000
H -4.343 1.794 2.292 0.000
H -4.812 1.428 -1.932 0.000
H -1.400 2.216 -2.729 0.000
H -3.036 1.962 -3.319 0.000
H -3.825 -0.063 -4.066 0.000
H -1.560 -3.666 -3.613 0.000
H -3.449 -4.699 -4.267 0.000
H -2.462 -4.182 -5.646 0.000
H -4.177 -4.547 -5.867 0.000
H -5.163 -3.118 -3.266 0.000
H -5.942 -3.118 -4.858 0.000
H -5.536 -1.589 -4.068 0.000
H -2.926 -1.914 -6.752 0.000
H -4.220 -0.881 -6.139 0.000
H -4.617 -2.417 -6.918 0.000
H -6.306 -0.659 0.305 0.000
H -6.539 0.077 -1.282 0.000
H -7.868 0.072 -0.114 0.000
H -6.337 0.796 2.403 0.000
H -7.847 1.530 1.854 0.000
H -6.468 2.559 2.252 0.000
H -6.727 2.604 -1.500 0.000
H -6.638 3.624 -0.061 0.000
H -8.060 2.602 -0.339 0.000
H 1.185 -0.872 3.928 0.001
H 2.242 0.020 2.818 0.000
H 1.709 -1.630 2.400 0.000
H -4.168 0.930 6.367 0.000
H -5.559 -0.053 6.832 0.000
H -5.444 0.575 5.186 0.000
H -2.654 -0.960 7.198 0.000
H -2.912 -2.613 6.630 0.000
H -4.123 -1.838 7.663 0.000
H -5.687 -1.775 4.241 0.000
H -5.923 -2.303 5.916 0.000
H -4.719 -3.098 4.899 0.000
H 1.825 -7.153 -1.656 0.000
H 3.103 -7.977 -0.761 0.000
H 3.341 -6.310 -1.292 0.000
H 0.171 -7.662 0.198 0.000
H 0.592 -7.332 1.880 0.000
H 1.473 -8.575 0.981 0.000
H 3.892 -5.703 1.146 0.000
H 3.674 -7.421 1.527 0.000
H 2.794 -6.193 2.441 0.000
N 4.458 -0.460 -0.068 0.001
C 3.174 -0.718 -0.407 0.004
N 2.359 0.218 0.001 0.026
C 3.147 1.158 0.659 0.003
C 2.780 2.344 1.290 0.001
C 3.786 3.077 1.884 0.000
C 5.125 2.648 1.850 0.000
C 5.497 1.477 1.220 0.000
C 4.477 0.741 0.628 0.001
H 5.242 -1.058 -0.258 0.000
H 2.881 -1.611 -0.937 0.000
H 1.744 2.665 1.300 0.000
H 3.544 4.004 2.386 0.000
H 5.882 3.252 2.332 0.000
H 6.529 1.152 1.192 0.000
```



[3]
Computed, not measured: a structure of composition C53H65AuF3N4O7SSiTe, with ωB97M-V with the def2-TZVPD basis set.

Calculated values
- Relative energy (zero: lowest compared OMol25 entry of this formula, charge and spin): 18.11 kJ/mol
- Max |F|: 0.79 eV/Å
- <S²>: 0.7558
- E_tot: -114164.2133 eV
- Spin multiplicity: 2
- HOMO energy (spin up / spin down): -0.2886 / -0.3034 Ha
- Gap between HOMO and LUMO (spin up / spin down): 7.27 / 6.48 eV
- Molecular weight: 1311.8 g mol⁻¹

Structure (XYZ):
```
136
Properties=species:S:1:pos:R:3:lowdin_spin:R:1
Au 0.744 0.183 -0.363 0.005
C 4.688 0.049 6.848 0.000
C 3.668 0.452 5.820 0.000
C 2.311 0.221 6.028 0.000
C 1.375 0.563 5.066 0.000
C 1.797 1.135 3.873 0.000
C 3.142 1.383 3.651 0.000
C 4.065 1.045 4.626 0.000
S 0.610 1.614 2.651 0.000
O 1.270 2.542 1.761 0.000
O -0.561 2.056 3.366 0.000
N 0.259 0.340 1.737 0.002
C -0.695 -0.627 2.077 0.000
C -1.378 -0.741 3.296 0.000
C -2.235 -1.809 3.466 0.000
C -2.434 -2.730 2.446 0.000
C -1.766 -2.508 1.257 0.000
N -0.937 -1.486 1.082 0.000
H 4.221 -0.166 7.808 0.000
H 5.430 0.835 6.995 0.000
H 5.220 -0.849 6.525 0.000
H 1.982 -0.225 6.958 0.000
H 0.324 0.414 5.258 0.000
H 3.450 1.848 2.725 0.000
H 5.116 1.242 4.454 0.000
H -1.258 0.002 4.066 0.000
H -2.761 -1.920 4.407 0.000
H -3.094 -3.577 2.567 0.000
H -1.886 -3.160 0.398 0.000
C 6.904 -0.112 -5.330 0.000
C 5.577 0.465 -4.924 0.003
C 5.373 0.947 -3.638 0.000
C 4.149 1.463 -3.231 0.006
C 4.015 1.984 -1.827 0.015
C 3.108 1.488 -4.164 0.017
Te 1.291 2.344 -3.568 0.454
N 0.770 0.302 -2.379 0.216
C 0.126 -0.737 -2.914 0.013
O -0.203 -1.760 -2.287 0.028
C -0.254 -0.682 -4.371 0.001
C -1.118 0.292 -4.860 0.001
C -1.543 0.254 -6.183 0.000
C -1.105 -0.759 -7.022 0.000
C -0.260 -1.747 -6.531 0.000
C 0.157 -1.714 -5.210 0.000
C 2.211 4.287 -3.386 0.098
C 3.351 4.590 -4.122 0.031
C 3.864 5.880 -4.113 0.003
C 3.240 6.863 -3.361 0.016
C 2.111 6.553 -2.617 -0.001
C 1.582 5.266 -2.612 0.018
C 0.372 4.951 -1.773 0.015
C 3.279 1.029 -5.473 0.005
C 2.215 1.056 -6.539 0.012
C 4.524 0.518 -5.825 -0.001
H 7.594 -0.143 -4.487 0.000
H 7.363 0.482 -6.122 0.000
H 6.786 -1.129 -5.708 0.000
H 6.175 0.890 -2.918 0.000
H 4.642 1.400 -1.159 0.001
H 2.999 1.899 -1.443 0.010
H 4.310 3.036 -1.778 0.000
H -1.484 1.068 -4.198 0.000
H -2.223 1.011 -6.553 0.000
H -1.434 -0.790 -8.053 0.000
H 0.068 -2.550 -7.179 0.000
H 0.788 -2.496 -4.807 0.000
H 3.848 3.823 -4.703 0.002
H 4.750 6.110 -4.690 0.000
H 3.635 7.870 -3.345 0.001
H 1.634 7.320 -2.018 0.000
H 0.099 5.801 -1.150 0.001
H 0.575 4.105 -1.114 0.007
H -0.494 4.698 -2.392 0.002
H 1.270 1.476 -6.199 0.011
H 2.009 0.046 -6.889 0.000
H 2.555 1.641 -7.396 0.000
H 4.667 0.146 -6.835 0.000
C 3.636 -2.977 3.746 0.000
C 3.318 -3.295 2.292 0.000
C 3.961 -4.615 1.881 0.000
C 1.817 -3.331 2.079 0.000
O 3.896 -2.236 1.532 0.000
Si 3.681 -1.690 0.000 0.000
O 2.543 -0.570 -0.108 0.000
O 5.159 -1.075 -0.422 0.000
C 6.283 -0.738 0.402 0.000
C 6.941 -2.024 0.898 0.000
C 7.274 0.019 -0.473 0.000
C 5.853 0.137 1.570 0.000
O 3.459 -3.035 -0.891 0.000
C 3.363 -3.427 -2.256 0.000
C 4.676 -4.113 -2.617 0.000
C 3.134 -2.219 -3.145 0.000
C 2.188 -4.392 -2.353 0.000
H 3.259 -3.760 4.408 0.000
H 3.177 -2.028 4.026 0.000
H 4.716 -2.893 3.882 0.000
H 3.585 -5.431 2.502 0.000
H 5.045 -4.558 2.003 0.000
H 3.743 -4.832 0.835 0.000
H 1.355 -4.106 2.696 0.000
H 1.578 -3.530 1.032 0.000
H 1.397 -2.367 2.354 0.000
H 7.228 -2.643 0.045 0.000
H 6.248 -2.587 1.521 0.000
H 7.836 -1.794 1.479 0.000
H 7.518 -0.571 -1.359 0.000
H 8.196 0.203 0.081 0.000
H 6.872 0.983 -0.786 0.000
H 5.169 -0.405 2.220 0.000
H 5.351 1.036 1.205 0.000
H 6.727 0.440 2.151 0.000
H 5.501 -3.404 -2.512 0.000
H 4.654 -4.480 -3.645 0.000
H 4.857 -4.954 -1.947 0.000
H 3.926 -1.487 -2.997 0.000
H 2.183 -1.758 -2.898 0.000
H 3.132 -2.511 -4.198 0.000
H 2.359 -5.263 -1.718 0.000
H 2.053 -4.732 -3.382 0.000
H 1.275 -3.889 -2.029 0.000
F -5.373 3.236 0.273 0.000
C -4.861 2.956 -0.933 0.000
F -5.754 2.208 -1.591 0.000
F -4.738 4.119 -1.594 0.000
C -3.525 2.267 -0.807 0.000
C -2.453 2.972 -0.282 0.000
C -1.237 2.333 -0.168 0.002
N -1.080 1.063 -0.562 0.000
C -2.111 0.369 -1.052 -0.001
C -3.359 0.950 -1.190 0.000
H -2.554 3.996 0.048 0.000
H -0.376 2.809 0.282 0.000
H -1.901 -0.651 -1.343 0.000
H -4.176 0.372 -1.595 0.000
```